Here is an isolated ion of composition C5H6N and charge +1 at a distorted geometry from the Open Molecules 2025 dataset. Energies are from ωB97M-V with the def2-TZVPD basis set.

Geometry as XYZ:
```
12
Properties=species:S:1:pos:R:3:forces:R:3:lowdin_charge:R:1
C 1.37329 -0.68596 0.31999 -0.8 0.9 0.0 -0.025
C 1.13738 0.50076 -0.19416 3.4 0.1 -1.0 0.072
C 0.08084 -1.07562 0.91526 -1.8 1.5 -0.1 -0.036
C -1.08677 0.59959 -0.97847 -0.9 -0.3 -0.2 0.043
C -0.82889 0.26173 0.41641 -0.1 -2.8 0.8 0.061
N 0.00042 1.26544 -0.20003 -0.1 0.6 0.3 -0.003
H 2.29304 -1.23531 0.29058 0.2 -0.1 0.0 0.129
H -0.34739 -1.93469 0.40319 -0.2 0.0 0.1 0.130
H 0.03390 -1.16914 1.99826 0.0 -0.2 -0.1 0.121
H -0.73769 0.01006 -1.82173 0.2 0.0 0.1 0.149
H -1.96196 1.20583 -1.17867 0.1 0.2 0.1 0.142
H 0.04383 2.25732 0.02937 -0.1 0.0 0.0 0.218
```
Positions in Å, forces in eV/Å.

Computed properties:
Frontier orbital gap (alpha / beta): 8.3402 / 9.4957 eV
Charge: +1
F_max: 3.59 eV/A
M: 80.11 g/mol
HOMO (alpha / beta): -0.533 / -0.550 Ha
LUMO level (alpha / beta): -0.2265 / -0.2013 Ha
Spin multiplicity: 1
ΔE to the lowest compared entry with this formula, charge and spin: 669.98 kJ/mol

Here is a 2-piece molecular cluster, C4H6O4 overall at a distorted geometry from the Open Molecules 2025 dataset. Energies are from ωB97M-V with the def2-TZVPD basis set.

Geometry as XYZ:
```
14
Properties=species:S:1:pos:R:3:forces:R:3:lowdin_charge:R:1
C -1.19701 1.05829 0.68919 -1.3 0.0 -2.1 -0.082
C -2.05172 1.59120 1.91221 -0.6 -4.9 -0.9 -0.829
O -2.21806 2.76631 2.13686 0.3 2.5 0.4 -0.081
O -2.64594 0.58230 2.43532 0.2 1.0 0.6 -0.179
H -0.11503 0.85408 0.78989 -0.5 0.7 0.1 0.029
H -1.46271 1.80781 -0.16000 1.1 -1.1 1.1 0.070
H -1.61921 0.03808 0.30782 0.5 1.8 1.0 0.070
C 1.11276 -1.24076 -0.74507 -0.2 2.0 2.4 -0.079
C 2.21891 -1.14818 -1.77239 0.4 -5.4 -3.8 -0.795
O 3.32262 -0.69491 -1.57184 1.7 2.6 1.9 -0.083
O 2.09230 -1.92049 -2.85930 -1.6 1.7 1.9 -0.244
H 0.81459 -2.23423 -0.39147 -0.3 -0.1 -1.3 0.053
H 0.26652 -0.56585 -1.08265 0.7 -1.2 0.7 0.066
H 1.48197 -0.89366 0.31145 -0.4 0.3 -2.0 0.083
```
Positions in Å, forces in eV/Å.

Computed properties:
Frontier orbital gap: 7.4771 eV
Charge: -2
F_max: 6.65 eV/A
M: 118.09 g/mol
HOMO: -0.035 Ha
LUMO level: 0.2394 Ha
Spin multiplicity: 1
ΔE to the lowest compared entry with this formula, charge and spin: 140.92 kJ/mol

Here is a 2-piece molecular cluster, C4H11OP overall at a distorted geometry from the Open Molecules 2025 dataset. Energies are from ωB97M-V with the def2-TZVPD basis set.

Geometry as XYZ:
```
17
Properties=species:S:1:pos:R:3:forces:R:3:lowdin_charge:R:1
C -0.43379 -2.12985 -0.98400 0.2 -0.2 -1.9 -0.221
C 0.67428 -1.51339 1.91038 -0.7 0.1 -0.4 -0.377
C -1.04239 -0.92888 -0.17589 1.4 -0.4 -1.1 -0.495
C 0.90932 4.54454 -0.38361 -2.6 -3.2 -1.2 -0.167
O 1.21897 5.10135 -1.38889 0.2 0.9 0.2 0.014
P 0.46902 -0.22931 0.65501 -0.7 0.9 -0.3 0.795
H 0.34110 -1.96831 -1.80204 -0.6 1.2 1.1 0.071
H 0.20981 -2.65467 -0.25031 -1.1 -0.9 -0.6 0.036
H -1.14737 -2.67991 -1.70621 0.6 0.1 2.1 0.087
H 1.48174 -2.18483 1.85830 1.1 -0.7 -0.5 0.021
H -0.25017 -2.04639 1.92281 -0.6 -0.6 0.4 0.024
H 0.76433 -0.97265 2.79416 0.2 0.7 1.9 -0.001
H -1.83980 -1.28216 0.51831 0.6 0.4 -0.6 0.080
H -1.32084 -0.08778 -0.81161 -0.7 -0.3 -0.1 0.044
H -0.09743 3.93921 -0.26891 0.6 1.7 -0.3 0.099
H 1.53307 4.09428 0.34052 1.8 0.6 1.4 0.050
H -0.28533 0.68423 1.47655 0.4 -0.2 -0.1 -0.060
```
Positions in Å, forces in eV/Å.

Computed properties:
Frontier orbital gap: 9.8240 eV
F_max: 4.33 eV/A
Structure (SMILES): CCPC.C=O
M: 106.10 g/mol
HOMO: -0.335 Ha
LUMO level: 0.0255 Ha
Spin multiplicity: 1
ΔE to the lowest compared entry with this formula, charge and spin: 278.65 kJ/mol

Here is C4H12N2O3 in the gas phase at a distorted geometry from the Open Molecules 2025 dataset. Energies are from ωB97M-V with the def2-TZVPD basis set.

Geometry as XYZ:
```
21
Properties=species:S:1:pos:R:3:forces:R:3:lowdin_charge:R:1
C -0.08290 -0.68891 0.19406 0.0 0.6 0.3 -0.536
C -1.05392 0.51764 0.01503 -1.7 -1.1 0.4 -0.611
C 1.35679 -0.21166 0.48186 -0.2 -0.1 -0.3 -0.163
C 2.06164 0.47791 -0.68139 -0.1 0.1 0.2 -0.092
N -0.62741 -1.46867 1.29934 0.1 -0.2 -0.2 0.100
N -0.90399 1.13709 -1.25946 0.0 0.1 -0.1 0.132
O -0.17583 -1.51340 -0.93954 0.0 -0.4 0.0 0.032
O -2.45182 0.07402 0.20809 1.0 0.0 -1.0 -0.022
O -0.88725 1.40557 1.06066 -1.4 1.3 0.3 0.020
H 0.36335 -1.15864 -1.65288 0.1 0.1 0.1 0.088
H -2.40443 -0.78784 0.65690 0.2 0.1 0.1 0.073
H -1.85433 1.68436 1.16768 1.9 -0.3 0.3 0.149
H -0.45195 -0.98677 2.17384 0.0 0.0 0.0 0.100
H -0.17002 -2.37258 1.32383 0.0 0.0 0.0 0.098
H -1.28310 0.53196 -1.97826 -0.1 0.1 0.1 0.098
H -1.39595 2.02349 -1.28264 0.0 -0.1 0.0 0.100
H 1.30597 0.47136 1.33047 0.0 -0.1 0.1 0.112
H 1.92931 -1.09567 0.78170 -0.1 0.0 0.1 0.118
H 2.21252 -0.20954 -1.51276 0.1 0.0 -0.1 0.070
H 3.03303 0.84401 -0.35516 0.1 -0.1 -0.1 0.074
H 1.48030 1.32629 -1.03134 0.1 0.0 -0.1 0.062
```
Positions in Å, forces in eV/Å.

Computed properties:
Frontier orbital gap: 10.3244 eV
F_max: 2.09 eV/A
Structure (SMILES): CC[C@](N)(O)C(N)(O)O
M: 136.15 g/mol
HOMO: -0.349 Ha
LUMO level: 0.0305 Ha
Spin multiplicity: 1
ΔE to the lowest compared entry with this formula, charge and spin: 58.18 kJ/mol

Here is a 4-piece molecular cluster, C21H43N6O3 overall at a distorted geometry from the Open Molecules 2025 dataset. Energies are from ωB97M-V with the def2-TZVPD basis set.

Geometry as XYZ:
```
73
Properties=species:S:1:pos:R:3:forces:R:3:lowdin_charge:R:1
C 0.31737 -1.71378 0.39644 0.0 0.2 -0.1 0.030
C 1.60183 -1.42800 0.59443 -0.3 -0.2 0.0 -0.129
C 2.21431 -0.06911 0.35112 0.3 -0.7 -1.2 -0.103
N 1.21772 0.99433 0.36925 0.2 0.0 0.2 0.008
C 0.50834 1.29061 1.51438 0.2 -0.2 0.1 0.004
C -0.33571 2.28363 1.19882 -0.1 0.0 0.1 0.010
N -0.12491 2.59058 -0.13153 -0.1 0.3 -0.3 0.029
C -0.82899 3.64912 -0.86629 0.2 0.4 0.2 -0.190
N -0.96327 4.81669 -0.01370 -0.2 -0.2 0.1 0.044
C 0.83243 1.79972 -0.63043 0.1 -0.4 0.2 -0.149
C 1.39474 1.79243 -2.01366 -0.2 0.6 -0.4 -0.264
C 2.20446 3.07900 -2.32530 -0.1 -0.2 0.5 -0.022
C 0.33660 1.53785 -3.10464 0.2 -0.7 0.0 -0.161
C -0.03322 0.05759 -3.28572 -0.3 0.1 -0.3 -0.246
C -0.50562 -0.18430 -4.71754 -0.1 0.0 -0.1 -0.102
H -0.28372 -1.15954 -0.32045 -0.2 0.6 0.7 0.055
H -0.20472 -2.47157 0.96680 0.3 -0.7 -0.7 0.070
H 2.27857 -2.21343 0.91427 0.0 0.3 0.9 0.108
H 2.71577 -0.07146 -0.61877 0.1 0.2 0.1 0.119
H 2.99308 0.13053 1.08581 -0.2 0.1 0.2 0.140
H 0.67118 0.77070 2.45010 -0.1 0.0 -0.1 0.100
H -1.05716 2.77139 1.82762 0.0 0.1 -0.1 0.131
H -0.17847 3.93542 -1.68615 -0.2 -0.1 -0.2 0.108
H -1.78047 3.25842 -1.23745 0.1 -0.2 0.0 0.135
H -1.45469 5.54427 -0.52111 0.2 0.1 -0.1 0.089
H -1.55098 4.61068 0.78678 0.0 0.1 0.0 0.066
H 2.09568 0.96348 -2.08179 0.0 0.0 0.2 0.121
H 1.57404 3.84631 -2.77091 0.1 0.0 -0.1 0.078
H 3.01226 2.81355 -3.00362 -0.1 0.2 -0.1 0.094
H 2.64418 3.49444 -1.41709 0.1 0.0 -0.1 0.092
H -0.58533 2.09606 -2.94066 0.1 0.2 -0.1 0.107
H 0.77632 1.87240 -4.04750 0.0 0.1 0.1 0.126
H 0.82582 -0.58771 -3.08358 0.0 0.0 0.1 0.110
H -0.84633 -0.23162 -2.61352 0.2 0.0 0.2 0.103
H 0.30742 -0.02953 -5.42740 0.1 0.1 0.0 0.057
H -0.88848 -1.19368 -4.87187 0.0 0.0 0.1 0.077
H -1.30126 0.51434 -4.98772 0.0 0.0 0.0 0.082
C 2.61278 -0.72179 -7.31038 0.0 0.0 0.2 -0.373
O 3.27414 0.24846 -6.98926 0.0 0.0 0.0 0.003
N 2.53995 -1.23221 -8.55051 0.0 0.0 -0.1 -0.197
C 1.72952 -2.39197 -8.86332 0.1 0.1 -0.1 -0.055
C 3.30553 -0.59172 -9.60927 0.0 0.0 0.1 -0.035
H 2.00372 -1.27771 -6.57528 0.0 -0.1 -0.1 0.119
H 2.35279 -3.19778 -9.25462 0.0 0.0 0.0 0.092
H 0.97491 -2.13898 -9.61016 0.0 0.0 0.0 0.091
H 1.22761 -2.74387 -7.96408 0.0 0.0 0.0 0.081
H 4.36804 -0.60524 -9.36735 0.0 0.0 0.0 0.094
H 2.99830 0.44799 -9.72097 0.0 0.0 0.0 0.094
H 3.13901 -1.12189 -10.54320 0.0 0.0 0.0 0.087
C -0.46636 -0.12366 5.16861 0.0 -0.1 0.1 -0.319
O 0.07829 -0.14915 4.06724 0.0 0.0 0.1 -0.037
N 0.03445 0.46487 6.25485 0.0 0.1 0.1 -0.181
C -0.66957 0.44099 7.53033 0.1 0.0 -0.1 -0.032
C 1.31757 1.14220 6.16198 -0.1 -0.1 -0.1 -0.032
H -1.43661 -0.60500 5.35278 0.0 0.0 0.0 0.117
H -0.88629 1.45940 7.85572 0.0 0.0 0.0 0.094
H -0.05452 -0.04811 8.28603 0.0 0.0 0.0 0.097
H -1.60331 -0.11024 7.43376 0.0 0.0 0.0 0.062
H 1.27013 1.94378 5.42376 0.0 0.0 0.0 0.089
H 2.09295 0.44103 5.85264 0.0 0.0 0.0 0.094
H 1.57294 1.55969 7.13160 0.0 0.0 0.0 0.089
C -3.93164 -2.83454 7.55371 0.0 0.0 0.0 -0.337
O -3.18842 -1.90148 7.80763 0.0 0.0 0.0 -0.002
N -4.11606 -3.32524 6.31431 0.0 0.0 0.0 -0.196
C -5.00375 -4.43407 6.02814 0.1 0.1 -0.1 -0.051
C -3.37369 -2.68650 5.24550 0.0 0.0 0.1 -0.052
H -4.51706 -3.35410 8.32793 0.0 0.0 0.0 0.138
H -4.44813 -5.26226 5.58498 0.0 0.0 0.0 0.091
H -5.78753 -4.12540 5.33425 0.0 0.0 0.0 0.091
H -5.46850 -4.77844 6.94937 0.0 0.0 0.0 0.086
H -2.30635 -2.76301 5.45871 0.0 0.0 -0.1 0.086
H -3.63811 -1.62812 5.20641 0.0 0.0 -0.1 0.089
H -3.59549 -3.15577 4.29073 -0.1 -0.1 0.0 0.090
```
Positions in Å, forces in eV/Å.

Computed properties:
Frontier orbital gap: 9.1642 eV
Charge: +1
F_max: 1.38 eV/A
M: 427.61 g/mol
HOMO: -0.405 Ha
LUMO level: -0.0679 Ha
Spin multiplicity: 1

> What is the formula in the fourth record?

C4H12N2O3

> Which value of spin multiplicity does entry 4 give?

1

Copy entry 3 word for word.
Here is a 2-piece molecular cluster, C4H11OP overall at a distorted geometry from the Open Molecules 2025 dataset. Energies are from ωB97M-V with the def2-TZVPD basis set.

Geometry as XYZ:
```
17
Properties=species:S:1:pos:R:3:forces:R:3:lowdin_charge:R:1
C -0.43379 -2.12985 -0.98400 0.2 -0.2 -1.9 -0.221
C 0.67428 -1.51339 1.91038 -0.7 0.1 -0.4 -0.377
C -1.04239 -0.92888 -0.17589 1.4 -0.4 -1.1 -0.495
C 0.90932 4.54454 -0.38361 -2.6 -3.2 -1.2 -0.167
O 1.21897 5.10135 -1.38889 0.2 0.9 0.2 0.014
P 0.46902 -0.22931 0.65501 -0.7 0.9 -0.3 0.795
H 0.34110 -1.96831 -1.80204 -0.6 1.2 1.1 0.071
H 0.20981 -2.65467 -0.25031 -1.1 -0.9 -0.6 0.036
H -1.14737 -2.67991 -1.70621 0.6 0.1 2.1 0.087
H 1.48174 -2.18483 1.85830 1.1 -0.7 -0.5 0.021
H -0.25017 -2.04639 1.92281 -0.6 -0.6 0.4 0.024
H 0.76433 -0.97265 2.79416 0.2 0.7 1.9 -0.001
H -1.83980 -1.28216 0.51831 0.6 0.4 -0.6 0.080
H -1.32084 -0.08778 -0.81161 -0.7 -0.3 -0.1 0.044
H -0.09743 3.93921 -0.26891 0.6 1.7 -0.3 0.099
H 1.53307 4.09428 0.34052 1.8 0.6 1.4 0.050
H -0.28533 0.68423 1.47655 0.4 -0.2 -0.1 -0.060
```
Positions in Å, forces in eV/Å.

Computed properties:
Frontier orbital gap: 9.8240 eV
F_max: 4.33 eV/A
Structure (SMILES): CCPC.C=O
M: 106.10 g/mol
HOMO: -0.335 Ha
LUMO level: 0.0255 Ha
Spin multiplicity: 1
ΔE to the lowest compared entry with this formula, charge and spin: 278.65 kJ/mol

> Which value of F_max does entry 1 give?

3.59 eV/A